No. 1
{
  "formula": "C8H11ClNS",
  "method": "the ωB97M-V functional and the def2-TZVPD basis",
  "max_force_ev_per_a": 4.35,
  "smiles": "C[C@@]([NH3+])(S)c1ccccc1Cl",
  "homo_lumo_gap_ha": 0.370,
  "total_charge": 1,
  "relative_energy_kcal_mol": 21.1,
  "species": ["C", "C", "N", "S", "C", "C", "C", "C", "C", "C", "Cl", "H", "H", "H", "H", "H", "H", "H", "H", "H", "H", "H"],
  "positions_angstrom": [[-2.173, 1.084, 0.151], [-1.466, -0.241, -0.014], [-1.642, -1.068, 1.213], [-2.161, -1.138, -1.441], [0.302, 0.073, -0.280], [0.788, 1.336, -0.528], [2.163, 1.540, -0.556], [3.036, 0.496, -0.311], [2.542, -0.774, -0.071], [1.173, -0.986, -0.059], [0.655, -2.646, 0.242], [-3.241, 0.933, 0.307], [-1.763, 1.651, 0.984], [-2.066, 1.675, -0.754], [-0.964, -1.872, 1.157], [-2.605, -1.433, 1.215], [-1.483, -0.514, 2.064], [-1.088, -1.873, -1.718], [0.128, 2.168, -0.689], [2.549, 2.528, -0.747], [4.102, 0.660, -0.297], [3.213, -1.598, 0.132]],
  "nbo_charge": [-0.672, 0.013, -0.744, 0.048, -0.048, -0.166, -0.190, -0.173, -0.205, -0.067, 0.027, 0.237, 0.234, 0.263, 0.450, 0.449, 0.439, 0.151, 0.227, 0.239, 0.243, 0.246]
}

=====

No. 2
{
  "formula": "C20H41BFNO14S",
  "method": "the ωB97M-V functional and the def2-TZVPD basis",
  "max_force_ev_per_a": 1.16,
  "smiles": "COCCC[C@H]1[C@H](CCCCS(=O)(=O)O)O[C@H](F)[C@]1(CCN)OB(O)O.COC(=O)OC.COC(=O)OC",
  "homo_lumo_gap_ha": 0.353,
  "relative_energy_kcal_mol": 0.0,
  "species": ["C", "O", "C", "C", "C", "C", "C", "C", "C", "C", "C", "S", "O", "O", "O", "O", "C", "F", "C", "C", "C", "N", "O", "B", "O", "O", "H", "H", "H", "H", "H", "H", "H", "H", "H", "H", "H", "H", "H", "H", "H", "H", "H", "H", "H", "H", "H", "H", "H", "H", "H", "H", "H", "H", "H", "C", "O", "C", "O", "O", "C", "H", "H", "H", "H", "H", "H", "C", "O", "C", "O", "O", "C", "H", "H", "H", "H", "H", "H"],
  "positions_angstrom": [[-0.445, 4.582, 1.618], [-0.687, 4.468, 0.226], [-2.020, 4.659, -0.210], [-2.520, 3.495, -1.063], [-3.102, 2.299, -0.278], [-2.216, 1.046, -0.142], [-0.704, 1.253, -0.106], [0.030, 1.252, -1.455], [0.780, -0.025, -1.833], [2.002, -0.388, -0.972], [2.789, 0.822, -0.496], [4.201, 0.336, 0.468], [5.071, -0.415, -0.393], [4.733, 1.446, 1.185], [3.592, -0.696, 1.517], [-0.197, 0.274, 0.837], [-1.213, -0.637, 1.096], [-1.314, -1.530, 0.056], [-2.475, 0.259, 1.154], [-2.354, 1.109, 2.431], [-3.680, 1.641, 3.015], [-3.666, 3.116, 3.160], [-3.678, -0.487, 1.046], [-3.880, -1.552, 1.893], [-4.445, -1.341, 3.152], [-3.644, -2.845, 1.455], [-0.224, 3.603, 2.048], [0.440, 5.203, 1.762], [-1.274, 5.048, 2.146], [-2.707, 4.805, 0.626], [-2.038, 5.557, -0.833], [-1.737, 3.207, -1.758], [-3.326, 3.906, -1.675], [-3.410, 2.666, 0.697], [-4.011, 1.988, -0.790], [-2.503, 0.361, -0.941], [-0.499, 2.217, 0.362], [-0.719, 1.412, -2.232], [0.691, 2.116, -1.510], [1.135, 0.126, -2.857], [0.108, -0.880, -1.881], [2.651, -1.058, -1.534], [1.651, -0.928, -0.096], [2.190, 1.496, 0.114], [3.240, 1.384, -1.313], [3.997, -1.548, 1.310], [-0.925, -1.144, 2.018], [-1.814, 0.566, 3.208], [-1.747, 1.982, 2.201], [-4.508, 1.334, 2.379], [-3.869, 1.186, 3.983], [-4.167, 3.375, 4.000], [-4.216, 3.519, 2.413], [-3.871, -1.617, 3.867], [-3.135, -3.308, 2.120], [-6.060, -3.192, -0.725], [-6.419, -4.532, -1.080], [-5.616, -5.094, -1.977], [-4.661, -4.581, -2.495], [-6.054, -6.333, -2.208], [-5.277, -7.058, -3.163], [-6.801, -2.865, -0.001], [-5.070, -3.163, -0.274], [-6.097, -2.542, -1.599], [-4.251, -7.170, -2.818], [-5.290, -6.557, -4.129], [-5.743, -8.035, -3.251], [8.140, 0.175, 0.031], [8.946, 0.031, -1.147], [10.080, -0.631, -0.961], [10.468, -1.102, 0.076], [10.726, -0.689, -2.127], [11.973, -1.381, -2.070], [7.256, 0.724, -0.262], [7.845, -0.799, 0.413], [8.681, 0.734, 0.793], [11.826, -2.416, -1.765], [12.656, -0.887, -1.382], [12.381, -1.351, -3.076]],
  "lowdin_charge": [-0.095, -0.195, -0.220, -0.143, -0.091, -0.153, -0.232, -0.124, -0.168, -0.217, -0.225, 0.587, -0.293, -0.265, -0.144, -0.012, -0.294, 0.076, -0.331, -0.066, -0.236, 0.003, 0.158, -0.786, 0.180, 0.181, 0.073, 0.087, 0.083, 0.109, 0.120, 0.101, 0.113, 0.084, 0.122, 0.162, 0.121, 0.114, 0.114, 0.116, 0.111, 0.117, 0.096, 0.107, 0.122, 0.099, 0.174, 0.127, 0.101, 0.112, 0.107, 0.062, 0.051, 0.106, 0.111, -0.026, 0.011, -0.627, 0.128, 0.002, -0.043, 0.099, 0.075, 0.101, 0.097, 0.096, 0.092, -0.034, 0.014, -0.629, 0.121, 0.001, -0.046, 0.069, 0.097, 0.101, 0.096, 0.096, 0.091]
}

=====

No. 3
{
  "formula": "C42H54BN8O8PSY",
  "method": "the ωB97M-V functional and the def2-TZVPD basis",
  "max_force_ev_per_a": 1.86,
  "homo_lumo_gap_ha": 0.264,
  "total_charge": 1,
  "species": ["Y", "O", "C", "O", "C", "C", "C", "C", "C", "N", "C", "O", "O", "H", "H", "H", "H", "H", "O", "C", "O", "C", "C", "C", "C", "C", "N", "C", "O", "O", "H", "H", "H", "H", "H", "N", "S", "C", "C", "C", "C", "C", "C", "C", "C", "C", "C", "C", "C", "H", "H", "H", "H", "H", "H", "H", "H", "H", "H", "H", "N", "P", "N", "C", "C", "C", "C", "C", "N", "C", "C", "C", "C", "C", "N", "C", "C", "C", "C", "C", "H", "H", "H", "H", "H", "H", "H", "H", "H", "H", "H", "H", "H", "H", "H", "H", "H", "H", "H", "H", "H", "H", "H", "H", "H", "H", "H", "H", "H", "H", "B", "C", "N", "H", "H", "H"],
  "positions_angstrom": [[-0.187, -0.201, 0.174], [2.712, 2.551, 0.771], [1.759, 1.505, 0.783], [1.925, 0.594, -0.203], [1.910, 0.748, 2.124], [2.911, 0.894, 3.076], [2.862, 0.095, 4.206], [1.837, -0.837, 4.360], [0.916, -0.952, 3.336], [0.968, -0.180, 2.260], [-0.164, -2.001, 3.241], [-0.624, -2.544, 4.365], [-0.571, -2.359, 2.165], [3.131, 2.488, -0.097], [3.694, 1.621, 2.919], [3.621, 0.188, 4.972], [1.798, -1.475, 5.233], [-0.391, -2.012, 5.138], [3.324, -3.019, -0.699], [2.188, -2.338, -0.755], [1.425, -2.224, 0.174], [1.926, -1.735, -2.100], [2.741, -1.949, -3.202], [2.413, -1.309, -4.385], [1.300, -0.483, -4.416], [0.548, -0.341, -3.259], [0.852, -0.962, -2.130], [-0.634, 0.578, -3.121], [-1.211, 1.054, -4.222], [-1.057, 0.896, -2.037], [3.425, -3.372, 0.200], [3.608, -2.587, -3.123], [3.024, -1.438, -5.268], [1.061, 0.056, -5.324], [-0.842, 0.665, -5.025], [-1.816, -1.549, -0.786], [-3.232, -0.794, -0.788], [-4.334, -1.600, 0.365], [-5.668, -1.211, 0.383], [-6.520, -1.792, 1.306], [-6.037, -2.744, 2.197], [-4.701, -3.108, 2.175], [-3.832, -2.531, 1.256], [-4.061, -1.197, -2.317], [-4.227, -0.169, -3.232], [-4.818, -0.446, -4.460], [-5.224, -1.737, -4.755], [-5.050, -2.761, -3.828], [-4.470, -2.494, -2.601], [-1.933, -2.558, -0.847], [-6.037, -0.469, -0.315], [-7.561, -1.499, 1.333], [-6.705, -3.189, 2.921], [-4.319, -3.826, 2.887], [-2.778, -2.774, 1.269], [-3.897, 0.833, -2.986], [-4.964, 0.349, -5.179], [-5.689, -1.951, -5.709], [-5.378, -3.765, -4.060], [-4.354, -3.280, -1.864], [0.364, 1.991, 0.690], [-0.169, 3.304, 1.419], [-1.820, 3.271, 1.452], [-2.640, 3.917, 2.496], [-3.718, 4.788, 1.868], [-4.699, 3.939, 1.049], [-3.976, 2.741, 0.414], [-2.507, 3.058, 0.170], [0.357, 4.640, 0.599], [0.849, 4.582, -0.776], [1.967, 5.595, -0.972], [1.474, 6.998, -0.626], [0.894, 7.031, 0.785], [-0.174, 5.956, 0.958], [0.234, 3.614, 2.995], [1.519, 4.230, 3.357], [1.367, 5.004, 4.659], [0.851, 4.096, 5.772], [-0.454, 3.433, 5.343], [-0.262, 2.689, 4.031], [-1.997, 4.514, 3.139], [-3.109, 3.150, 3.122], [-3.240, 5.539, 1.231], [-4.243, 5.332, 2.654], [-5.166, 4.557, 0.280], [-5.500, 3.576, 1.695], [-4.449, 2.457, -0.530], [-4.032, 1.877, 1.078], [-2.428, 3.953, -0.465], [-2.021, 2.249, -0.369], [0.025, 4.820, -1.467], [1.174, 3.567, -0.989], [2.323, 5.558, -2.004], [2.802, 5.322, -0.319], [0.695, 7.288, -1.341], [2.280, 7.727, -0.724], [0.459, 8.009, 1.001], [1.693, 6.863, 1.512], [-1.032, 6.192, 0.311], [-0.535, 5.931, 1.987], [1.841, 4.875, 2.545], [2.287, 3.458, 3.480], [0.664, 5.829, 4.505], [2.331, 5.442, 4.927], [0.717, 4.656, 6.699], [1.599, 3.319, 5.973], [-1.223, 4.200, 5.206], [-0.820, 2.738, 6.100], [-1.194, 2.232, 3.705], [0.461, 1.878, 4.184], [-3.197, 0.149, 3.972], [-2.451, 0.168, 2.591], [-1.862, 0.181, 1.595], [-4.065, 0.995, 3.933], [-2.352, 0.409, 4.814], [-3.651, -0.962, 4.125]],
  "lowdin_charge": [1.425, 0.019, -0.744, -0.204, -0.163, 0.014, -0.021, 0.012, -0.170, 0.082, -0.453, 0.159, 0.077, 0.108, 0.121, 0.119, 0.122, 0.124, 0.166, -0.433, 0.066, -0.154, 0.051, -0.003, 0.032, -0.149, 0.133, -0.422, 0.166, 0.027, 0.154, 0.131, 0.125, 0.123, 0.115, -0.400, 1.029, -0.399, -0.075, -0.058, -0.060, -0.058, -0.083, -0.388, -0.088, -0.066, -0.065, -0.059, -0.065, 0.037, 0.117, 0.111, 0.111, 0.116, 0.085, 0.106, 0.111, 0.110, 0.112, 0.120, -0.142, 0.729, -0.179, -0.189, -0.170, -0.176, -0.177, -0.204, -0.190, -0.204, -0.181, -0.198, -0.177, -0.199, -0.172, -0.188, -0.174, -0.194, -0.169, -0.194, 0.093, 0.111, 0.100, 0.117, 0.108, 0.112, 0.106, 0.092, 0.122, 0.060, 0.123, 0.093, 0.113, 0.113, 0.114, 0.111, 0.116, 0.107, 0.120, 0.107, 0.096, 0.103, 0.115, 0.115, 0.112, 0.112, 0.111, 0.118, 0.074, 0.109, -0.401, -0.192, 0.028, 0.018, 0.016, 0.017]
}

=====

No. 4
{
  "formula": "H9O4S",
  "method": "the ωB97M-V functional and the def2-TZVPD basis",
  "max_force_ev_per_a": 1.91,
  "homo_lumo_gap_ha": 0.279,
  "total_charge": -1,
  "relative_energy_kcal_mol": 24.0,
  "species": ["S", "H", "H", "H", "O", "H", "H", "O", "H", "H", "O", "H", "H", "O"],
  "positions_angstrom": [[-0.094, -0.765, 0.075], [0.271, -2.083, -0.081], [-0.452, 3.305, 0.381], [-0.522, 1.836, 0.228], [0.013, 2.501, 0.689], [-2.176, -2.548, -1.207], [-2.626, -1.522, -0.160], [-2.947, -2.286, -0.634], [1.605, -0.219, 2.212], [0.690, 1.027, 1.949], [1.418, 0.657, 2.510], [2.223, -0.428, -2.119], [0.926, 0.159, -1.580], [1.670, 0.364, -2.263]],
  "nbo_charge": [-1.040, 0.122, 0.459, 0.487, -0.942, 0.475, 0.496, -0.980, 0.478, 0.500, -0.987, 0.451, 0.495, -1.014]
}

=====

no.,highest occupied orbital energy (eV),DFT total energy (eV)
1,-13.178,-33315.243
2,-9.741,-65791.571
3,-10.279,-94578.020
4,-4.015,-19173.069